[1]
98
Properties=species:S:1:pos:R:3:forces:R:3 method="wB97M-V/def2-TZVPD" charge=+1 max_force_ev_per_a=7.36 homo_energy_ha=-0.351
C 1.896 -4.177 -4.082 -0.198 0.593 0.396
C 1.578 -3.069 -3.085 1.365 -1.182 -1.404
C 2.635 -2.324 -2.623 -0.674 0.860 0.738
C 2.340 -1.302 -1.722 0.790 0.352 0.471
C 3.571 -0.525 -1.217 0.332 0.217 -0.240
O 4.217 0.143 -1.986 -0.779 -0.555 0.937
O 3.874 -0.663 0.106 0.233 -0.079 -0.819
C 3.945 -2.036 0.570 -0.565 -0.938 0.913
C 2.652 -2.468 1.338 0.057 0.388 -0.821
C 1.987 -3.784 0.830 -0.427 0.854 0.688
N 1.992 -4.782 1.897 0.478 -0.299 -0.442
C 2.029 -6.158 1.422 -0.976 -0.485 -0.007
C 0.890 -6.530 0.462 0.718 0.099 -0.103
C 1.185 -6.852 -0.857 0.127 -0.001 -0.525
C 0.203 -7.234 -1.767 0.242 0.344 -0.047
C -1.127 -7.266 -1.365 0.308 -0.105 -0.499
C -1.438 -6.955 -0.051 -0.562 -0.182 -0.188
C -0.443 -6.597 0.846 -0.135 -0.324 0.274
O -0.790 -6.319 2.163 0.271 -0.112 -0.058
C 1.028 -0.989 -1.303 0.743 -0.315 -0.063
C 0.709 0.152 -0.347 -0.380 0.166 -0.533
C 1.395 1.491 -0.678 -0.377 0.451 0.220
C 1.187 1.979 -2.134 0.164 -0.407 0.808
S -0.585 2.194 -2.546 0.011 -0.040 -0.152
C 0.036 -1.811 -1.815 -1.362 0.335 0.269
C -1.441 -1.701 -1.462 0.037 -0.619 0.161
C -1.698 -1.752 0.088 -0.256 0.737 -0.286
C -2.868 -2.625 0.476 -0.019 -0.476 0.236
C -4.151 -2.094 0.537 0.244 0.756 -0.231
C -5.252 -2.842 0.920 -0.307 0.245 -0.165
C -5.102 -4.178 1.263 0.128 0.407 -0.114
C -3.821 -4.721 1.203 -0.834 -0.668 0.401
C -2.728 -3.970 0.820 0.658 -0.097 -0.123
N 0.343 -2.816 -2.667 0.190 0.206 0.090
H 2.526 -4.895 -3.545 -0.366 -0.204 -0.264
H 0.998 -4.623 -4.521 0.275 -0.122 0.176
H 2.522 -3.751 -4.880 -0.319 -0.123 0.182
H 3.658 -2.504 -2.941 -0.286 -0.035 -0.025
H 4.777 -2.157 1.276 0.025 0.674 -0.476
H 4.175 -2.698 -0.277 -0.204 0.155 0.172
H 2.847 -2.547 2.415 0.058 -0.116 -0.362
H 1.960 -1.622 1.221 0.146 -0.381 0.116
H 0.947 -3.524 0.541 0.275 -0.245 -0.148
H 2.479 -4.153 -0.083 0.019 -0.104 0.399
H 1.213 -4.646 2.531 0.045 -0.036 -0.111
H 2.981 -6.367 0.911 -0.199 0.166 0.224
H 1.944 -6.839 2.284 0.264 0.344 -0.148
H 2.216 -6.821 -1.222 -0.173 -0.020 0.333
H 0.516 -7.464 -2.785 -0.288 -0.076 0.197
H -1.879 -7.540 -2.105 -0.025 0.034 0.419
H -2.478 -7.008 0.278 0.397 0.062 -0.013
H -1.074 -7.145 2.576 -0.080 0.202 0.035
H 0.881 -0.147 0.696 0.101 0.148 -0.309
H -0.371 0.331 -0.433 0.359 0.028 0.069
H 2.459 1.527 -0.397 -0.291 -0.158 -0.255
H 0.912 2.245 -0.033 0.176 -0.303 -0.095
H 1.704 1.317 -2.838 -0.196 0.376 -0.073
H 1.614 2.990 -2.174 -0.098 -0.346 -0.347
H -0.909 1.001 -3.095 0.413 0.189 0.132
H -1.969 -2.556 -1.920 0.215 0.252 0.119
H -1.900 -0.806 -1.908 0.329 -0.131 0.190
H -0.762 -2.004 0.609 -0.394 -0.214 -0.064
H -1.953 -0.725 0.392 0.183 -0.347 0.074
H -4.271 -1.036 0.288 -0.126 -0.256 0.088
H -6.218 -2.338 0.927 0.142 -0.295 0.121
H -5.966 -4.759 1.582 0.287 0.027 -0.080
H -3.736 -5.767 1.506 0.326 0.340 -0.134
H -1.750 -4.458 0.809 -0.260 0.324 0.007
H -0.406 -3.413 -3.007 0.004 0.123 0.106
O -1.619 5.317 2.053 -3.311 1.841 0.421
P -1.190 6.677 1.548 6.802 -2.352 -1.524
N -0.795 6.181 -0.063 -0.537 -0.041 -0.319
C 0.114 6.848 -0.977 0.039 0.548 -0.023
C -1.911 5.628 -0.828 -0.221 -0.362 0.200
N 0.248 6.766 2.522 0.267 0.179 0.574
C 1.568 6.557 1.962 0.033 0.388 -0.393
C 0.162 6.121 3.829 -0.268 -0.137 -0.010
N -1.012 8.382 1.144 -2.850 0.137 1.528
C -0.589 9.315 2.208 0.379 0.152 0.239
C -2.302 8.914 0.630 -0.009 -0.058 -0.679
H -0.298 7.778 -1.391 0.025 0.000 -0.041
H 0.336 6.188 -1.822 -0.199 -0.120 0.067
H 1.076 7.075 -0.530 -0.115 0.096 0.180
H -2.501 6.415 -1.317 0.059 -0.029 -0.141
H -2.588 5.054 -0.196 0.120 0.065 0.148
H -1.547 4.948 -1.601 0.075 0.074 -0.039
H 1.652 5.598 1.433 0.082 0.029 -0.057
H 2.328 6.577 2.746 -0.189 -0.081 0.149
H 1.846 7.373 1.291 -0.060 -0.102 -0.140
H 0.318 5.037 3.765 -0.070 -0.014 0.078
H -0.809 6.297 4.289 0.001 -0.096 -0.056
H 0.913 6.536 4.507 0.081 0.090 -0.164
H -1.188 9.207 3.115 0.041 0.117 0.035
H -0.682 10.346 1.857 -0.274 -0.126 -0.197
H 0.459 9.187 2.461 -0.075 -0.277 0.017
H -3.074 8.917 1.404 0.008 0.170 -0.006
H -2.671 8.315 -0.206 0.092 -0.122 0.049
H -2.178 9.929 0.254 0.098 -0.025 0.070


[2]
12
Properties=species:S:1:pos:R:3:forces:R:3 method="wB97M-V/def2-TZVPD" e_above_lowest_kj_mol=627.5 max_force_ev_per_a=1.44 homo_energy_ha="-0.340 / -0.287"
N -2.006 0.761 -0.326 -0.403 1.015 -0.773
N -1.567 -0.253 0.326 0.371 0.070 1.388
Si 1.843 0.141 -0.103 0.388 0.267 -0.039
Si -0.091 -1.104 -0.050 -0.626 -0.268 -0.298
H -1.450 1.278 -1.009 -0.142 -0.132 0.241
H -2.841 1.222 0.025 0.269 -0.176 -0.159
H -0.277 0.482 1.976 -0.383 -0.434 -0.568
H 2.778 -0.273 0.939 0.152 -0.144 0.337
H 2.573 0.053 -1.374 0.058 -0.122 -0.304
H 1.562 1.569 0.097 -0.204 0.226 0.043
H -0.180 -2.202 0.901 0.373 -0.261 0.259
H -0.346 -1.672 -1.403 0.148 -0.041 -0.127


[3]
140
Properties=species:S:1:pos:R:3:forces:R:3 method="wB97M-V/def2-TZVPD" smiles="COC(=O)OC.COC(=O)OC.COC(=O)OC.COCCOCCOC.COCCOCCOC.COCCOCCOC.COCCOCCOC.CC#N.CC#N" e_above_lowest_kj_mol=0.0 max_force_ev_per_a=3.42 homo_energy_ha=-0.342
C -28.323 -17.337 25.497 0.580 -0.963 -0.362
O -29.317 -16.470 25.936 -1.115 -0.929 0.299
C -28.886 -15.171 26.094 0.644 0.223 1.349
C -28.322 -14.627 24.829 0.255 0.211 0.317
O -28.039 -13.278 25.078 -0.991 -0.334 0.797
C -27.386 -12.664 24.056 1.311 1.650 -0.433
C -28.248 -12.051 22.972 0.468 0.390 0.631
O -28.827 -12.993 22.137 -0.822 0.043 -1.494
C -29.508 -12.296 21.060 1.189 -1.428 -0.281
H -28.640 -18.375 25.609 -0.396 0.168 0.037
H -27.381 -17.262 26.067 -0.129 0.386 -0.082
H -28.135 -17.190 24.428 0.254 -0.047 0.128
H -28.111 -15.147 26.882 0.098 0.106 -0.168
H -29.692 -14.569 26.506 -0.319 0.041 -0.366
H -29.045 -14.778 24.025 0.171 0.043 -0.316
H -27.359 -15.116 24.650 -0.165 -0.203 -0.516
H -26.560 -13.277 23.671 -0.276 -0.251 -0.355
H -26.853 -11.819 24.520 -0.158 0.062 -0.134
H -27.585 -11.356 22.425 -0.168 -0.083 -0.168
H -29.057 -11.461 23.418 0.165 0.215 0.282
H -29.904 -13.058 20.377 -0.309 0.097 0.468
H -28.730 -11.807 20.445 -0.421 0.500 0.402
H -30.287 -11.627 21.425 0.104 0.092 -0.033
C -22.409 -8.411 16.378 -0.332 -0.301 -0.111
O -23.134 -8.643 15.177 0.417 0.069 0.343
C -23.525 -9.982 14.901 0.109 0.070 0.559
C -24.024 -10.001 13.487 -1.587 0.403 0.884
O -23.074 -9.487 12.625 0.963 -0.492 1.215
C -23.544 -9.331 11.371 -1.026 -0.191 -2.451
C -22.675 -8.401 10.567 0.364 0.520 -0.395
O -22.740 -7.115 11.126 -0.252 0.242 0.346
C -22.141 -6.106 10.358 0.217 -0.640 -0.629
H -21.857 -7.479 16.251 0.021 -0.129 -0.098
H -21.706 -9.231 16.602 -0.122 0.197 -0.136
H -23.068 -8.272 17.255 0.067 -0.192 -0.289
H -24.375 -10.246 15.549 0.282 -0.312 -0.033
H -22.698 -10.699 15.040 -0.031 0.261 0.105
H -24.933 -9.358 13.536 0.398 0.111 -0.470
H -24.447 -10.982 13.210 0.613 -0.125 -0.053
H -24.585 -8.974 11.391 0.129 0.384 -0.049
H -23.621 -10.277 10.786 0.255 -0.004 0.380
H -23.010 -8.339 9.518 -0.179 -0.299 0.125
H -21.625 -8.741 10.532 -0.183 -0.110 0.180
H -21.074 -6.327 10.175 -0.105 0.236 0.288
H -22.283 -5.183 10.903 0.164 0.223 -0.013
H -22.591 -6.030 9.349 -0.125 0.043 0.312
C -31.448 -13.212 15.987 -1.452 -0.134 -1.430
O -30.133 -13.296 16.389 0.408 0.304 1.569
C -29.458 -14.287 15.716 1.755 0.807 -1.756
C -29.937 -15.675 15.800 0.452 -1.245 1.006
O -30.723 -15.864 14.682 -0.977 -0.268 -0.991
C -30.882 -17.181 14.254 -0.221 -0.519 -0.626
C -31.620 -18.077 15.196 -0.041 -2.774 -0.123
O -33.021 -17.838 15.156 0.035 0.509 0.944
C -33.775 -18.537 16.145 0.690 -0.190 0.465
H -31.905 -14.201 15.857 -0.083 0.120 0.367
H -31.507 -12.776 14.973 0.017 0.125 0.161
H -32.053 -12.609 16.653 0.200 0.093 0.301
H -28.393 -14.205 15.928 0.024 0.047 0.576
H -29.497 -14.110 14.623 0.008 0.352 0.191
H -30.465 -15.901 16.732 -0.147 0.119 0.121
H -29.071 -16.354 15.777 0.016 -0.001 -0.061
H -29.922 -17.656 13.994 0.087 0.184 0.328
H -31.443 -17.152 13.318 -0.053 0.193 0.062
H -31.109 -18.192 16.173 -0.779 0.976 0.243
H -31.467 -19.149 14.871 -0.049 0.775 -0.345
H -33.291 -18.468 17.138 0.077 -0.146 -0.376
H -33.895 -19.605 15.884 0.053 0.360 0.045
H -34.755 -18.086 16.306 0.053 0.116 -0.602
C -30.831 -21.117 26.134 -0.327 -0.474 1.465
O -30.427 -20.193 25.210 -0.100 0.926 -0.351
C -30.902 -20.512 23.928 1.238 -0.090 -0.181
C -30.940 -19.257 23.116 -1.015 -0.616 -0.130
O -29.638 -18.952 22.735 0.639 0.884 -0.264
C -29.502 -17.674 22.123 0.621 -0.459 -0.337
C -29.724 -17.679 20.606 -1.437 1.525 1.199
O -28.785 -18.319 19.863 0.725 -1.484 -0.890
C -27.527 -17.698 19.864 -0.822 0.707 0.164
H -30.675 -22.140 25.781 0.046 -0.155 0.141
H -31.886 -20.984 26.421 -0.055 -0.157 -0.232
H -30.262 -20.932 27.045 0.130 -0.252 0.021
H -31.861 -21.032 23.933 -0.155 0.099 0.168
H -30.119 -21.158 23.507 -0.439 -0.293 -0.418
H -31.410 -18.482 23.735 0.139 0.214 -0.173
H -31.589 -19.485 22.259 0.053 0.367 -0.201
H -28.458 -17.360 22.243 -0.288 -0.141 0.441
H -30.120 -16.925 22.628 -0.163 -0.032 -0.109
H -29.779 -16.598 20.340 -0.036 -0.238 -0.129
H -30.689 -18.121 20.380 -0.185 -0.120 -0.125
H -27.672 -16.682 19.475 0.372 0.103 -0.158
H -26.862 -18.266 19.234 0.252 -0.127 -0.014
H -27.197 -17.591 20.890 0.686 -0.156 -0.093
C -22.700 -13.919 10.276 -0.183 -1.269 -0.521
O -22.361 -13.422 11.550 0.726 1.205 -1.273
C -22.752 -14.168 12.536 0.364 0.202 0.847
O -23.273 -15.227 12.450 -1.127 -1.863 -0.243
O -22.451 -13.553 13.655 -0.229 0.598 1.187
C -23.095 -14.067 14.831 0.714 0.116 0.453
H -22.291 -13.248 9.539 -0.195 0.382 -0.091
H -23.779 -14.084 10.218 0.038 0.454 -0.232
H -22.279 -14.918 10.088 0.170 0.261 0.277
H -23.008 -13.255 15.549 -0.184 -0.019 0.049
H -22.549 -14.931 15.218 -0.062 -0.048 -0.218
H -24.135 -14.341 14.690 -0.040 0.064 -0.297
C -23.674 -12.946 21.294 -0.446 0.474 0.198
O -24.058 -13.847 22.348 1.659 1.791 0.272
C -24.898 -14.775 22.012 0.801 -0.134 1.535
O -25.336 -14.878 20.928 -1.773 -1.199 -2.669
O -25.076 -15.523 23.083 0.196 -0.207 0.501
C -25.543 -16.843 22.930 -0.368 -0.414 -0.501
H -24.440 -12.167 21.206 0.179 -0.058 0.003
H -23.572 -13.421 20.321 -0.001 -0.271 0.246
H -22.732 -12.509 21.599 0.068 0.058 0.105
H -26.606 -16.831 22.713 -0.131 -0.102 0.315
H -25.299 -17.340 23.857 -0.263 -0.127 0.252
H -25.065 -17.392 22.117 0.240 0.295 -0.079
C -28.778 -10.671 16.923 0.408 -0.416 -1.606
O -28.935 -9.270 17.007 -0.929 0.150 0.480
C -27.948 -8.536 17.487 0.309 -0.631 -0.949
O -28.035 -7.378 17.700 -0.364 1.660 0.661
O -26.832 -9.239 17.569 0.163 -1.353 0.238
C -25.759 -8.635 18.258 0.344 0.162 -1.031
H -28.623 -11.202 17.849 -0.088 0.290 0.526
H -27.948 -10.893 16.249 0.097 -0.132 0.197
H -29.653 -11.043 16.419 -0.395 -0.004 0.192
H -24.948 -9.349 18.174 0.056 -0.202 0.434
H -26.079 -8.425 19.268 0.337 0.314 0.278
H -25.455 -7.771 17.669 0.003 0.402 0.551
C -23.279 -15.233 18.225 -0.310 -0.370 0.986
C -24.090 -15.996 17.298 -0.641 -0.739 -1.313
N -24.732 -16.605 16.550 0.614 0.692 0.946
H -23.689 -14.234 18.336 0.106 0.144 -0.199
H -22.222 -15.221 17.990 0.058 0.071 -0.374
H -23.386 -15.732 19.196 0.058 0.183 -0.037
C -27.044 -13.452 18.605 -0.527 -0.186 -0.061
C -26.177 -12.838 17.607 -0.529 -0.384 0.869
N -25.420 -12.409 16.869 0.557 0.377 -0.622
H -26.746 -13.199 19.618 0.296 -0.122 0.009
H -27.031 -14.532 18.463 0.220 -0.058 0.172
H -28.087 -13.156 18.508 0.027 0.180 -0.338


[4]
7
Properties=species:S:1:pos:R:3:forces:R:3 method="wB97M-V/def2-TZVPD" smiles=N.S e_above_lowest_kj_mol=9.3 max_force_ev_per_a=0.45 homo_energy_ha=-0.364
S -0.347 1.557 -0.983 -0.035 0.082 0.104
H -0.288 0.668 -1.976 -0.005 -0.083 -0.103
N -0.121 -1.370 1.065 0.301 0.271 0.195
H -0.341 -0.401 1.271 -0.219 0.069 -0.057
H 0.676 -1.299 0.443 0.041 -0.082 -0.255
H 0.292 -1.700 1.931 -0.108 -0.260 0.132
H 0.129 2.544 -1.751 0.024 0.003 -0.016